[1]
{"formula": "H36O18", "method": "ωB97M-V/def2-TZVPD", "symbols": ["O", "H", "H", "O", "H", "H", "O", "H", "H", "O", "H", "H", "O", "H", "H", "O", "H", "H", "O", "H", "H", "O", "H", "H", "O", "H", "H", "O", "H", "H", "O", "H", "H", "O", "H", "H", "O", "H", "H", "O", "H", "H", "O", "H", "H", "O", "H", "H", "O", "H", "H", "O", "H", "H"], "positions_angstrom": [[0.8811, 1.5700, 2.5821], [0.0872, 1.8926, 3.0321], [1.1309, 0.8734, 3.1974], [-1.2580, 2.6488, -4.5732], [-0.8157, 1.8734, -4.2107], [-1.2733, 2.4079, -5.5019], [-3.6769, 0.4078, -0.3549], [-3.5761, 0.3343, -1.3134], [-4.5658, 0.0052, -0.2791], [-0.5526, 1.6350, -0.2119], [-0.3217, 2.3111, 0.4271], [-0.7115, 0.8841, 0.3809], [-3.5299, -0.9908, 3.5707], [-4.0342, -0.7168, 2.8157], [-3.1501, -1.8704, 3.4972], [-1.2309, -0.0879, -2.6427], [-1.2497, 0.6895, -2.0749], [-1.4717, 0.1137, -3.5404], [2.5680, -0.3013, 1.3614], [2.7010, 0.3632, 0.6610], [3.2464, -0.9717, 1.1895], [-5.2191, -1.7589, -0.1223], [-6.1400, -2.0128, -0.0684], [-4.7672, -2.5746, -0.3593], [4.0057, -4.8564, -1.5632], [4.4033, -4.1545, -2.0882], [3.4006, -5.2516, -2.1666], [5.5744, -0.1939, -2.4311], [5.0717, 0.5307, -2.8393], [6.3865, 0.3340, -2.4163], [-0.0460, 4.5534, 2.6235], [-0.6224, 4.9630, 1.9806], [0.3700, 5.2831, 3.0911], [-0.9370, -1.4226, 0.1367], [-1.8343, -1.1026, 0.2456], [-0.8392, -1.8622, -0.7093], [-0.1226, -2.9515, 2.0815], [0.8189, -2.8156, 2.1740], [-0.3470, -2.2854, 1.3877], [4.6959, -1.8882, 0.4545], [5.0183, -1.3570, -0.2872], [5.4792, -1.9008, 1.0170], [-2.4351, -3.8132, 2.7212], [-1.7793, -3.7446, 3.4154], [-1.9610, -4.0208, 1.9177], [2.0923, 1.9575, 0.0272], [1.3837, 1.3200, -0.1529], [1.9514, 2.2959, 0.9209], [1.7608, 1.5069, -3.3078], [2.5604, 1.1324, -2.9290], [1.3962, 2.0240, -2.5781], [-2.6290, 3.9427, 0.0417], [-2.6264, 3.4201, -0.7593], [-3.4128, 4.4824, 0.1317]], "forces_ev_per_a": [[-0.7672, 0.0768, 0.7317], [0.0558, 0.5310, -0.3211], [0.5715, -0.4009, -0.4561], [-0.0449, -0.4883, -0.0247], [0.3611, 0.2197, 0.3883], [-0.1346, 0.3342, -0.3559], [-0.5952, -0.1108, -0.5133], [0.4859, 0.1494, 0.0325], [0.6457, 0.0288, 0.4534], [-0.3831, -0.6105, 0.0975], [-0.0210, 0.5919, -0.0253], [-0.0748, -0.1878, -0.3172], [0.4053, 0.6013, 1.3691], [-0.0948, -0.4838, -0.6986], [-0.3049, -0.1580, -0.8561], [0.0482, -0.8375, 0.5618], [0.0790, 0.3333, -0.1372], [-0.2363, 0.4167, -0.2212], [0.1608, -0.3472, -0.0761], [0.0215, -0.0892, 0.5119], [-0.0473, 0.0453, -0.0089], [-0.1932, -0.2518, -0.0509], [-0.3476, -0.0469, 0.0877], [0.1784, 0.0503, 0.0470], [0.6975, 0.5029, 0.4262], [0.1082, 0.1120, 0.1992], [-0.8125, -0.6289, -0.6172], [0.2316, 1.3715, -0.3758], [-0.7921, -0.6588, 0.0518], [0.5733, -0.7689, 0.4404], [0.1847, -0.1785, 0.2111], [-0.3093, 0.1030, -0.3096], [0.0252, -0.0263, -0.0004], [0.3618, 0.3257, 0.2375], [-0.5440, 0.0482, -0.3511], [-0.2596, 0.2206, -0.3289], [0.4747, 0.3273, -0.2574], [0.4613, -0.1010, 0.1647], [-0.1604, -0.3843, 0.4176], [0.6942, 0.1468, -0.1627], [-0.3270, 0.0092, -0.2589], [-0.1682, -0.2200, 0.2435], [-1.5171, -0.1923, 0.3970], [0.4673, -0.0131, -0.2857], [0.5249, 0.1207, 0.1043], [0.7280, 0.1979, -0.7554], [-0.2169, 0.5329, 0.2731], [-0.2197, -0.3147, 0.0701], [-0.0596, 0.1222, 0.0395], [-0.0480, -0.0912, 0.0476], [0.0301, 0.0289, 0.0137], [0.8140, 0.2256, 0.7804], [-0.4257, -0.0087, -0.1543], [-0.2850, -0.1746, -0.4785]], "orbital_gap_ev": 10.32, "de_lowest_kj_mol": 281.5, "e_homo_ev": -10.22, "lumo_energy_ev": 0.1}

[2]
{"formula": "C3H2ClFO", "method": "ωB97M-V/def2-TZVPD", "symbols": ["C", "C", "C", "H", "H", "O", "F", "Cl"], "positions_angstrom": [[0.8416, -1.0458, 0.0327], [-0.1127, -0.2084, 0.3183], [-1.5287, -0.6593, 0.1760], [0.6530, -2.0028, 0.1873], [-1.6229, -1.7283, 0.1109], [-2.6401, -0.1062, -0.2479], [2.1264, -0.7964, -0.1888], [0.4560, 1.3665, 0.0130]], "forces_ev_per_a": [[1.6413, 0.5520, 0.6924], [-1.2356, 2.3828, -1.4010], [-4.8725, 1.6851, -3.0615], [-0.5003, -4.6465, 0.0937], [0.4095, -0.9189, 0.7404], [5.9631, -1.2738, 2.6260], [-0.6988, 0.3304, -0.0535], [-0.7067, 1.8890, 0.3634]], "orbital_gap_ev": 9.92, "smiles": "O=C/C(Cl)=C/F", "de_lowest_kj_mol": 154.8, "e_homo_ev": -10.43, "lumo_energy_ev": -0.5}

[3]
{"formula": "C25H32B2N4O18Pb", "method": "ωB97M-V/def2-TZVPD", "symbols": ["Pb", "O", "C", "O", "B", "O", "C", "O", "O", "C", "O", "C", "O", "O", "O", "C", "O", "B", "O", "C", "O", "O", "C", "O", "C", "O", "O", "O", "H", "C", "O", "H", "H", "H", "C", "C", "C", "C", "N", "H", "H", "H", "H", "H", "H", "H", "C", "C", "C", "C", "N", "H", "H", "H", "H", "H", "H", "H", "C", "C", "C", "C", "N", "H", "H", "H", "H", "H", "H", "H", "C", "C", "C", "C", "N", "H", "H", "H", "H", "H", "H", "H"], "positions_angstrom": [[-16.8292, -38.3613, -5.0490], [-19.1836, -41.7803, -12.6401], [-18.1145, -41.5102, -12.1032], [-17.8354, -41.4296, -10.7883], [-16.5391, -40.7450, -10.5653], [-16.0277, -40.3517, -11.8752], [-16.8959, -40.7753, -12.8014], [-16.9561, -40.5547, -14.0218], [-15.6868, -41.6111, -9.7064], [-15.7540, -41.2003, -8.5241], [-15.3226, -41.7510, -7.5651], [-16.4341, -39.8045, -8.5081], [-16.8007, -39.5926, -9.6894], [-16.7284, -39.0733, -7.5518], [-18.1491, -40.3684, -5.2378], [-18.6281, -41.5015, -4.9801], [-18.1689, -42.5139, -4.2481], [-19.1845, -43.6097, -4.2089], [-20.2173, -43.2904, -5.2244], [-19.9691, -42.0496, -5.6270], [-20.7284, -41.3755, -6.3686], [-18.6390, -44.8962, -4.5864], [-18.7932, -45.8383, -3.6670], [-18.4677, -47.0325, -3.6971], [-19.4317, -45.1230, -2.4196], [-19.7010, -43.9347, -2.8435], [-19.5189, -45.6029, -1.2552], [-19.1093, -38.0066, -6.2242], [-18.6739, -38.4973, -6.9482], [-16.2488, -34.5710, -5.4497], [-16.8767, -35.8409, -5.7480], [-16.4728, -34.3774, -4.4006], [-15.1731, -34.5565, -5.6252], [-16.5886, -33.7234, -6.0449], [-15.2711, -43.9533, -2.5365], [-14.1358, -44.0160, -3.6240], [-14.4695, -43.1547, -4.8452], [-15.0025, -41.8312, -4.6543], [-15.4202, -40.7392, -4.5156], [-15.5279, -42.9458, -2.2092], [-14.9181, -44.5997, -1.7330], [-16.1830, -44.4534, -2.8628], [-13.7639, -44.9927, -3.9335], [-13.3382, -43.5175, -3.0732], [-15.1196, -43.7432, -5.4926], [-13.6545, -43.0071, -5.5537], [-17.7569, -42.3970, -0.5258], [-16.6677, -41.5252, -0.0034], [-16.8385, -40.0267, -0.1040], [-17.1378, -39.4996, -1.4434], [-17.4340, -39.1404, -2.5224], [-17.8966, -42.1675, -1.5821], [-18.7317, -42.3619, -0.0392], [-17.5245, -43.4496, -0.3646], [-15.7505, -41.6442, -0.5801], [-16.4678, -41.8343, 1.0226], [-15.9053, -39.6287, 0.2945], [-17.5635, -39.4849, 0.5033], [-11.5516, -40.5691, -7.4211], [-11.0644, -39.0792, -7.2735], [-12.2036, -38.0118, -7.4656], [-13.2867, -38.0460, -6.5059], [-14.1490, -37.9496, -5.7611], [-12.4060, -40.7483, -6.7684], [-10.7966, -41.2964, -7.1225], [-11.9648, -40.8066, -8.4013], [-10.3781, -38.7783, -8.0651], [-10.5569, -38.9218, -6.3218], [-12.7811, -38.2005, -8.3706], [-11.8806, -36.9740, -7.5474], [-16.8814, -35.9549, 0.1873], [-16.2179, -34.7684, -0.4952], [-15.0938, -34.8924, -1.4775], [-15.2719, -36.0148, -2.4296], [-15.4721, -36.9490, -3.1854], [-17.7642, -35.6699, 0.7596], [-16.3130, -36.4666, 0.9640], [-17.1592, -36.7537, -0.5003], [-16.0146, -34.0445, 0.2940], [-17.0242, -34.2835, -1.0455], [-14.1319, -35.1357, -1.0262], [-14.9858, -34.1161, -2.2350]], "forces_ev_per_a": [[1.0825, 2.3874, -0.3749], [2.7910, 0.0281, 1.4361], [-1.3471, 1.3210, -0.2004], [-0.1630, -0.5244, -0.8479], [-0.8919, -0.6435, -0.3240], [-0.2651, -0.5441, -0.4109], [-1.7091, 0.0403, -3.4343], [1.2586, -0.3271, 3.6517], [-0.0475, -0.6451, -3.5808], [0.3910, 1.4631, 2.6457], [0.5507, -0.7161, 1.5382], [-0.8539, 0.3348, 2.8305], [-0.5886, 1.3513, -2.2656], [0.8648, -1.2431, -1.1694], [-1.9272, -4.7087, 1.1518], [0.0876, 1.2072, -1.3350], [-0.2785, 1.3580, -0.0089], [-0.4469, -1.7045, -0.1149], [1.0288, 1.4948, 0.8693], [-3.2015, 2.6715, -2.4523], [3.0383, -2.2524, 2.5333], [1.0557, -1.3198, -0.5121], [0.6017, -2.6352, 1.0042], [-0.7352, 3.3276, -0.4424], [0.8925, -2.7228, 2.7556], [-0.7792, 2.4629, 0.5613], [-0.0415, 1.9801, -4.1360], [-0.1752, 0.1047, 0.0660], [-0.1473, 0.0250, -0.4173], [-1.1221, -2.4621, -0.2144], [0.7608, 0.6409, 0.1346], [0.2711, 0.6008, 0.4358], [0.5472, -0.3256, 0.2234], [-0.6396, 0.0788, -0.2245], [0.3835, -1.7561, -1.0235], [-0.4639, 2.1437, 1.3405], [0.2276, -1.2076, -1.2426], [-1.6687, 3.5698, 0.8448], [1.5866, -3.3592, -0.1937], [0.3448, -0.1202, -0.1228], [-0.0542, 0.4173, 0.4658], [-0.1563, 0.2015, -0.2657], [-0.5073, -0.0437, 0.1451], [0.5897, -0.1228, -0.2862], [-0.6963, 0.2877, 0.0847], [0.5956, -0.0541, 0.2849], [-0.6667, -0.5963, -0.6026], [0.0473, -0.0819, 0.3727], [-0.0819, 1.4081, 0.4596], [-0.4225, 0.4035, -3.0482], [0.6671, -1.0033, 3.4916], [-0.2138, -0.4319, -0.1024], [-0.0009, 0.7617, 0.1844], [0.3906, -0.0758, -0.5005], [0.0733, -0.6803, 0.0709], [0.2781, 0.4533, 0.1493], [0.2226, 0.4461, -0.5275], [-0.5250, -0.6867, 0.4478], [-0.3346, 1.0675, 0.4260], [-0.9728, 0.0843, -0.6895], [-0.3424, -0.9414, -0.1535], [0.2839, 0.3615, 0.6836], [-0.2825, -0.3350, 0.2013], [-0.0395, 0.1571, 0.3281], [0.1586, 0.1713, -0.2617], [0.4384, 0.1433, -0.2348], [0.3496, -0.4830, 0.0312], [-0.1221, -0.0262, 0.0280], [0.4842, -0.1762, -0.6057], [0.3829, -0.1261, 0.1535], [0.3021, -1.1621, 0.2988], [-1.8219, 1.1362, 0.5042], [0.9662, -1.9141, -1.2811], [-1.7226, -5.9387, -4.0361], [1.4943, 5.7420, 4.8881], [-0.1933, 0.3960, -0.4480], [0.7278, 0.1542, -0.0768], [-0.1721, 0.1706, -0.2663], [0.5858, 0.1240, -0.1213], [-0.1571, 0.0498, -0.1363], [0.1660, 0.4624, 0.2024], [0.0103, 0.9063, 0.7681]], "orbital_gap_ev": [6.87, 5.34], "s_squared": 0.75, "total_charge": -1, "e_homo_ev": [-5.13, -5.03], "lumo_energy_ev": [1.7, 0.3], "multiplicity": 2}

[4]
{"formula": "C25H46AlP2", "method": "ωB97M-V/def2-TZVPD", "symbols": ["Al", "C", "C", "C", "C", "C", "C", "H", "H", "H", "C", "H", "H", "H", "C", "H", "H", "H", "C", "H", "H", "H", "C", "H", "H", "H", "C", "C", "C", "C", "C", "C", "C", "C", "H", "H", "H", "H", "H", "H", "H", "H", "H", "H", "H", "H", "P", "P", "C", "C", "H", "H", "H", "H", "C", "H", "H", "H", "C", "H", "H", "H", "C", "H", "H", "H", "C", "H", "H", "H", "C", "H", "H", "H"], "positions_angstrom": [[-0.3072, -0.5670, -3.3020], [-0.3383, -2.2425, 2.9675], [1.0025, -2.2867, 2.5057], [0.9347, -0.8521, 4.3034], [-0.3790, -1.3675, 4.0956], [1.7821, -1.4368, 3.3290], [-1.4920, -3.0215, 2.4719], [-1.2408, -3.5172, 1.5216], [-2.3722, -2.3715, 2.3266], [-1.7973, -3.8119, 3.1794], [-1.5511, -1.0840, 4.9364], [-2.4837, -1.3429, 4.4233], [-1.5945, -0.0269, 5.2285], [-1.5578, -1.6608, 5.8770], [1.3359, 0.0828, 5.3676], [1.5544, -0.4309, 6.3191], [0.5283, 0.8013, 5.5618], [2.2382, 0.6388, 5.0824], [3.2452, -1.2600, 3.2564], [3.7743, -1.9430, 3.9334], [3.5566, -0.2481, 3.5327], [3.6253, -1.4652, 2.2508], [1.5342, -3.1811, 1.4487], [1.9792, -4.0939, 1.8760], [2.3234, -2.7017, 0.8560], [0.7396, -3.5074, 0.7734], [-1.5375, 0.3425, -4.6371], [-1.5839, -1.0864, -4.7318], [-0.8896, -1.6766, -5.9704], [0.6405, -1.4946, -5.9022], [1.1448, -1.1112, -4.5132], [1.2199, 0.2917, -4.2044], [0.7110, 1.3746, -5.1427], [-0.7375, 1.1747, -5.6448], [-1.2459, -1.1592, -6.9051], [0.9219, -0.7103, -6.6124], [-1.1272, -2.7574, -6.0914], [-0.7448, 0.7729, -6.6725], [-2.3579, 0.9085, -4.2076], [-2.4731, -1.6118, -4.3794], [-1.1858, 2.1865, -5.7433], [0.7278, 2.3088, -4.5523], [1.9944, 0.6609, -3.5276], [1.4245, 1.5458, -5.9750], [1.1370, -2.4245, -6.2500], [1.8705, -1.7957, -4.0794], [-2.0143, 1.5006, 0.7282], [1.0600, 1.5705, 1.1134], [-1.0907, 2.7045, -0.3177], [0.2624, 3.0305, 0.2903], [-1.7308, 3.6012, -0.3291], [-1.0173, 2.3544, -1.3656], [0.9266, 3.4256, -0.4918], [0.1189, 3.7763, 1.1156], [2.0113, 2.5654, 2.3289], [2.2851, 1.9446, 3.1938], [1.3960, 3.3955, 2.6825], [2.9105, 2.9710, 1.8524], [2.4019, 0.8178, 0.1122], [3.0637, 1.5830, -0.3095], [1.9722, 0.1858, -0.6699], [2.9831, 0.1650, 0.7873], [-3.5960, 1.5391, -0.0980], [-4.1850, 0.7087, 0.2959], [-3.4388, 1.4444, -1.1802], [-4.0530, 2.5108, 0.1252], [-1.2728, -0.0982, 0.2475], [-0.4135, -0.3920, 0.8849], [-0.8918, -0.1237, -0.7990], [-2.0468, -0.8822, 0.3337], [-2.1121, 1.6790, 2.5001], [-1.2251, 1.3131, 3.0343], [-3.0098, 1.1213, 2.8152], [-2.2426, 2.7466, 2.7399]], "forces_ev_per_a": [[-0.8486, -0.4653, 3.0026], [2.4034, -0.7886, -1.4143], [-2.8914, -0.8791, -0.1328], [-1.0730, -0.7099, -0.6650], [2.0839, 1.2284, 0.7806], [-0.3391, 0.8797, 1.3575], [-0.3343, -0.3544, -0.3249], [-0.2663, 0.1848, 0.2824], [0.1717, -0.2693, -0.0645], [0.0899, 0.2491, -0.1775], [-0.7166, 0.0821, 0.3543], [0.0713, 0.0859, 0.0660], [0.0022, -0.1467, 0.0066], [0.1493, 0.1153, -0.2564], [0.1731, 0.3839, 0.6159], [-0.0394, 0.2094, -0.2173], [0.2558, 0.0050, 0.0953], [-0.2019, -0.0232, 0.1866], [0.4856, 0.0942, -0.2785], [-0.1295, 0.0275, -0.0283], [-0.0635, -0.0761, 0.0263], [-0.0042, -0.0250, 0.1196], [0.2428, -0.3173, -0.2697], [-0.0736, 0.1998, -0.0777], [-0.1757, -0.0654, 0.0050], [0.1472, 0.0471, -0.0348], [-0.4230, 0.7881, -0.7501], [-0.4255, -0.1249, -1.7700], [-0.0658, -0.5287, -0.6192], [-0.0734, -0.5350, -0.4660], [0.9120, -0.0301, -1.2944], [0.7705, 0.4421, -0.5275], [0.1888, 0.7420, -0.2143], [0.4753, 0.7002, -0.0729], [-0.0384, -0.6198, 0.8322], [0.1948, -0.1473, 0.0827], [0.0143, 0.7360, 0.2508], [-0.1249, -0.0949, 0.5211], [-0.1525, -0.3974, 0.2572], [0.1518, 0.2168, 0.0819], [0.0816, -0.6402, 0.1138], [0.0082, -0.3279, -0.2435], [-0.1017, -0.3880, -0.0117], [-0.2512, -0.1222, 0.2012], [-0.1892, 0.5469, 0.2697], [-0.0393, 0.2705, 0.2059], [1.8796, -1.4693, -2.6321], [0.2089, 0.3419, 1.4905], [-0.4594, 0.7533, 0.8198], [0.6052, 0.3468, -0.3831], [0.2367, -0.0625, -0.1792], [-0.2324, -0.3533, 0.6479], [-0.1803, 0.3522, 0.3227], [0.2972, -0.5598, -0.8702], [0.4267, -0.2680, 0.0759], [0.0506, 0.2187, -0.2943], [0.1043, -0.1436, 0.0701], [-0.0198, 0.0560, 0.2533], [-0.0397, 0.3018, -0.0695], [-0.0302, -0.2333, -0.0744], [0.1106, 0.1069, -0.0421], [-0.2844, 0.3339, -0.2111], [-0.3458, 0.1326, 0.6298], [-0.3084, 0.1938, -0.2399], [0.0035, -0.0665, 0.3484], [-0.2422, -0.2998, -0.1302], [-0.3639, -1.0683, 0.6521], [-0.8802, 0.1969, -0.1879], [-0.4088, 0.4002, 0.3436], [0.1898, 0.2114, -0.1280], [-0.3665, 0.6266, 0.3987], [-0.1649, -0.0880, -0.4637], [0.2952, 0.2176, 0.0113], [-0.1128, -0.3363, 0.0380]], "orbital_gap_ev": [6.08, 5.58], "de_lowest_kj_mol": 26.1, "total_charge": 1, "e_homo_ev": [-9.29, -9.09], "lumo_energy_ev": [-3.2, -3.5]}

What is the formula in the fourth record?
C25H46AlP2